{
  "formula": "C30H38N3O4Re",
  "method": "ωB97M-V/def2-TZVPD",
  "symbols": ["H", "C", "H", "C", "C", "H", "H", "C", "C", "H", "H", "H", "H", "N", "H", "O", "H", "H", "C", "C", "C", "H", "C", "O", "C", "H", "C", "Re", "C", "H", "C", "H", "H", "H", "C", "C", "C", "C", "O", "C", "C", "H", "H", "H", "N", "H", "C", "N", "H", "C", "H", "H", "H", "H", "H", "O", "H", "C", "H", "C", "C", "C", "H", "C", "H", "C", "C", "H", "H", "C", "H", "H", "C", "H", "H", "H"],
  "coordinates": [[-0.9780, 6.8851, 1.1104], [2.7713, -0.7671, -4.6320], [-4.1376, -2.2492, 3.4809], [1.8714, -1.2361, 2.8129], [-4.6177, -1.5024, 1.5219], [-2.6244, -0.5301, -2.2558], [-0.2046, -1.0982, 3.2840], [1.1596, -0.7426, -2.2642], [4.5196, -2.6560, 2.9013], [1.4558, 0.7323, -6.4637], [6.2324, -1.4199, 1.1937], [1.3106, -1.7961, -6.6401], [4.5269, 0.8076, 2.5293], [-1.8094, 1.2623, 0.8615], [3.2485, -0.7364, -5.6103], [-3.8150, -1.1762, 0.3320], [-0.1252, 0.8234, -5.6959], [0.9149, -2.7728, -5.2250], [-2.9881, 2.0227, 1.3421], [-2.6074, 3.4292, 1.3236], [-4.6779, -0.7605, -0.7874], [5.7480, -0.2219, 3.2823], [-0.6733, 4.7893, 0.7902], [-3.9967, 1.4600, 1.6528], [-2.7467, 5.7755, 1.5957], [-1.4587, -0.5875, -4.3891], [0.4409, -0.7419, -1.0960], [-1.8290, -0.5690, 0.7599], [-3.6652, -2.0699, 2.5164], [-4.3845, 4.4322, 2.0229], [-1.5545, -0.6131, -2.2836], [-4.3317, -1.2659, -1.6793], [-1.6949, 0.3019, 3.8793], [-5.3591, -2.2533, 1.2489], [-2.6008, -0.2965, 3.8698], [4.6894, -0.1459, 3.0353], [4.3087, -1.3386, 2.1312], [2.8429, -1.1994, 1.7954], [-2.5542, -1.1291, 2.6570], [-1.2915, 3.5574, 0.8783], [0.9413, 0.6992, -5.5036], [-2.6277, -0.9633, 4.7276], [2.2365, -0.7989, -2.2241], [3.0564, -1.7132, -4.1651], [-0.9216, -0.6626, -1.0821], [3.9900, -2.6716, 3.8542], [0.5523, -1.0676, 2.5162], [0.1154, -0.8585, 1.2396], [-5.1059, -0.5897, 1.8535], [5.1924, -1.3252, 0.8854], [2.1544, -1.4019, 3.8427], [-5.6884, -1.0950, -0.5708], [3.1831, 0.0605, -4.0498], [-3.3005, 6.6643, 1.8668], [-3.2249, -3.0061, 2.1700], [0.3182, 1.9205, 0.0893], [-3.4833, 0.3360, 3.8243], [0.7554, -1.8045, -5.7027], [-4.6508, 0.3220, -0.8723], [1.0360, -0.8700, 0.2358], [2.3739, -1.0262, 0.4875], [1.2605, -0.6477, -4.8203], [5.1086, -0.3893, 0.3279], [-3.3616, 4.5318, 1.6851], [5.5817, -2.7661, 3.1175], [-1.4250, 5.9010, 1.1607], [-0.8852, -0.6249, -3.4739], [0.3468, 4.8880, 0.4445], [4.1305, -0.1432, 3.9721], [0.5165, -0.6775, -3.5053], [4.9775, -2.1628, 0.2174], [3.0742, -1.0200, -0.3335], [-0.7308, 2.2452, 0.5392], [1.2877, 1.5430, -4.9040], [-0.3022, -1.7094, -5.9501], [4.2037, -3.5196, 2.3136]],
  "forces_ev_per_angstrom": [[0.0, 0.0, 0.0], [0.0, 0.0, 0.0], [0.0, 0.1, 0.0], [0.1, 0.0, 0.0], [-0.1, -0.1, -0.1], [-0.1, 0.0, 0.0], [0.0, 0.0, 0.0], [0.1, 0.0, -0.1], [0.0, 0.0, 0.0], [0.0, 0.0, 0.0], [0.0, 0.0, 0.0], [0.0, 0.0, 0.0], [0.0, 0.0, 0.0], [-0.4, 0.3, 0.0], [0.0, 0.0, 0.0], [0.0, 0.1, -0.1], [0.0, 0.0, 0.0], [0.0, 0.0, 0.0], [0.0, 0.3, 0.1], [0.0, -0.1, 0.0], [0.0, -0.1, 0.1], [0.0, 0.0, 0.0], [0.0, 0.1, 0.0], [0.0, -0.1, 0.0], [0.0, 0.0, 0.0], [0.0, 0.0, 0.0], [-0.2, 0.0, 0.0], [0.1, 0.2, 0.1], [0.1, 0.0, 0.2], [0.0, 0.0, 0.0], [0.2, 0.1, 0.2], [0.0, 0.0, -0.1], [0.0, 0.0, 0.0], [0.0, 0.0, -0.1], [0.0, -0.1, 0.0], [0.0, 0.0, 0.0], [0.0, 0.0, 0.0], [0.0, 0.0, 0.0], [-0.1, -0.1, 0.1], [0.1, -0.1, 0.0], [0.0, 0.0, 0.0], [0.0, 0.0, 0.0], [0.0, 0.0, 0.0], [0.0, 0.0, 0.0], [0.1, -0.2, -0.3], [0.0, 0.0, 0.0], [0.0, 0.1, -0.3], [0.2, -0.3, 0.3], [0.0, 0.0, 0.0], [0.0, 0.0, 0.0], [0.0, 0.0, 0.0], [0.0, 0.0, 0.0], [0.0, 0.0, 0.0], [0.0, 0.0, 0.0], [0.0, 0.0, 0.0], [0.0, -0.2, 0.0], [0.0, 0.0, 0.0], [0.0, 0.0, 0.0], [0.0, 0.0, 0.0], [-0.1, 0.0, 0.1], [0.2, 0.0, 0.1], [0.0, 0.1, 0.0], [0.0, 0.0, 0.0], [-0.1, 0.0, 0.0], [0.0, 0.0, 0.0], [0.0, 0.0, 0.0], [0.0, 0.0, -0.1], [0.0, 0.0, 0.0], [0.0, 0.0, 0.0], [0.0, 0.0, 0.0], [0.0, 0.0, 0.0], [0.0, 0.0, 0.0], [0.0, 0.3, -0.2], [0.0, 0.0, 0.0], [0.0, 0.0, 0.0], [0.0, 0.0, 0.0]],
  "total_charge": 3,
  "spin_multiplicity": 2,
  "s_squared": 0.76,
  "e_above_lowest_kcal_mol": 5.4,
  "lumo_energy_ev": [-10.929, -10.995],
  "e_homo_ev": [-17.845, -17.879]
}